Record 1
{"formula": "HN3O5S", "method": "ωB97M-V/def2-TZVPD", "orbital_gap_ha": 0.3544, "e_tot_ev": -25551.6261, "total_charge": 0, "symbols": ["N", "N", "N", "O", "O", "O", "O", "O", "S", "H"], "positions_angstrom": [[0.561026, -2.287382, -1.292489], [-0.347021, -0.112481, -1.104163], [0.357416, -0.311469, -0.160031], [0.468388, -3.407958, -1.198505], [0.913847, 0.458996, 0.568265], [0.552449, -1.586282, 0.100698], [-1.032612, 2.417492, 0.305288], [-0.839211, 1.747327, 2.610375], [-0.109916, 2.220457, 1.461121], [-0.524366, 0.861300, -1.290559]], "atomic_forces_ev_per_a": [[0.523, -0.601, -1.054], [-2.962, 0.309, -3.044], [-0.227, -0.308, -0.399], [-0.133, 0.211, 0.536], [2.343, 1.340, 2.138], [0.537, -2.385, 1.253], [2.135, -0.205, 1.520], [0.880, -0.039, -0.016], [-3.450, 0.996, -1.268], [0.354, 0.681, 0.334]], "mulliken_charge": [0.427, -0.734, 1.406, -0.210, -0.723, -0.338, -0.525, -0.413, 0.810, 0.299]}

***

Record 2
{"formula": "HN3OS", "method": "ωB97M-V/def2-TZVPD", "orbital_gap_ha": 0.3305, "e_tot_ev": -17364.7897, "smiles": "N1=NSON1", "total_charge": 0, "symbols": ["N", "N", "N", "O", "S", "H"], "positions_angstrom": [[0.462627, 1.009089, 0.440435], [1.257233, 0.512388, -0.314205], [-0.766635, 0.055644, 0.646507], [-0.423696, -1.150014, 0.057107], [0.987438, -0.946596, -0.951826], [-1.516968, 0.519489, 0.121980]], "atomic_forces_ev_per_a": [[-1.768, -0.228, 0.640], [1.152, 0.802, -0.063], [1.434, 0.899, 0.208], [0.212, -0.690, -0.478], [-1.263, -0.692, 0.121], [0.234, -0.091, -0.428]], "mulliken_charge": [-0.193, 0.035, -0.058, -0.274, 0.238, 0.252]}

***

Record 3
{"formula": "HN3S", "method": "ωB97M-V/def2-TZVPD", "orbital_gap_ha": 0.3509, "e_tot_ev": -15317.7585, "total_charge": 0, "symbols": ["N", "N", "N", "S", "H"], "positions_angstrom": [[-0.390638, -0.885504, -0.254327], [-0.989928, -0.077120, -1.034716], [0.408620, -0.023599, 0.458656], [-0.134160, 1.296274, -0.586988], [1.106107, -0.310052, 1.417374]], "atomic_forces_ev_per_a": [[0.111, 0.376, 1.305], [0.406, -0.380, -0.570], [1.804, -0.878, 2.012], [0.513, -0.424, 1.433], [-2.834, 1.306, -4.180]], "mulliken_charge": [-0.191, -0.106, -0.158, 0.114, 0.342]}

***

ΔE to the lowest compared entry with this formula, charge and spin for every record listed, in sequence, given in kcal per mole: 0.0; 16.7; 62.3.